Density functional theory data (ωB97M-V/def2-TZVPD) for a cluster of 2 separate species, CH3O3 in total.

Cartesian coordinates (Å):
O1 -0.62 -1.22 -3.82
H1 -1.33 -1.84 -3.54
H2 -0.62 -0.52 -3.13
O2 -0.41 1.00 -1.87
O3 0.00 0.00 0.00
C1 -0.76 0.57 -0.75
H3 -1.81 0.83 -0.45

Calculated values
HOMO-LUMO gap (eV): 8.5
Calculated total energy (Ha): -265.6830
Relative energy (zero: lowest compared OMol25 entry of this formula, charge and spin) (kJ/mol): 38.9
Charge: -1